The following is a quantum chemistry calculation of a 12-piece molecular cluster, C36H84N12O12 overall in a non-equilibrium geometry, from OMol25.

The total charge is 0. The value obtained for the HOMO energy is -9.1 eV. The strongest force on any atom is 0.0580 Eh/bohr. Its HOMO-LUMO gap is 0.3433 hartree. The value obtained for the relative energy (zero: lowest compared OMol25 entry of this formula, charge and spin) is 1.858 eV. Its SMILES is CNC(C)=O.CNC(C)=O.CNC(C)=O.CNC(C)=O.CNC(C)=O.CNC(C)=O.CNC(C)=O.CNC(C)=O.CNC(C)=O.CNC(C)=O.CNC(C)=O.CNC(C)=O. The total energy comes out at -2982.24841 Ha.

XYZ file:
```
144
Properties=species:S:1:pos:R:3:forces:R:3
C 0.520 -0.791 -3.809 0.064 -2.188 -0.779
N 0.163 -0.604 -5.242 0.552 1.522 1.399
C 0.161 0.685 -5.710 -1.427 -1.711 -1.986
C -0.250 0.880 -7.171 -0.186 0.161 1.111
O 0.377 1.644 -5.025 0.851 1.412 1.588
H -0.329 -0.660 -3.125 0.157 0.262 -0.260
H 1.364 -0.173 -3.511 -0.164 0.177 -0.198
H 0.824 -1.875 -3.737 -0.317 1.138 0.168
H -0.154 -1.392 -5.783 0.100 0.162 -0.033
H -1.211 0.448 -7.375 -0.366 -0.532 -0.174
H 0.493 0.538 -7.826 0.977 -1.103 -0.972
H -0.317 1.915 -7.416 -0.166 0.935 0.327
C -2.461 2.077 -3.687 0.697 -0.507 -0.893
N -3.786 1.956 -3.209 1.126 -0.235 -1.012
C -4.142 2.823 -2.302 -1.146 1.010 0.964
C -5.520 2.581 -1.769 -0.063 0.196 0.771
O -3.423 3.771 -2.013 0.061 0.555 0.550
H -1.737 2.080 -2.885 0.371 0.132 0.277
H -2.351 2.988 -4.266 0.211 0.009 -0.161
H -2.282 1.193 -4.289 0.314 0.074 -0.366
H -4.124 1.034 -3.158 -1.058 -1.320 0.079
H -5.478 2.343 -0.697 0.011 -0.091 -0.248
H -5.997 1.778 -2.327 -0.163 0.081 0.212
H -6.064 3.515 -1.844 -0.262 0.082 -0.123
C -2.974 -2.690 3.558 0.103 0.079 -0.423
N -1.618 -2.859 4.013 0.749 -1.120 0.115
C -0.737 -3.852 3.765 -0.242 -0.699 0.044
C -1.234 -5.039 2.916 -0.564 0.666 1.531
O 0.364 -3.887 4.325 -0.003 0.171 -0.391
H -3.578 -3.616 3.420 0.636 0.610 0.340
H -2.919 -2.148 2.620 -0.453 0.046 -0.310
H -3.397 -2.043 4.312 -0.684 0.033 -0.004
H -1.255 -2.082 4.543 0.144 0.139 0.026
H -2.292 -5.137 3.279 1.051 -0.940 -0.422
H -0.551 -5.892 2.993 -0.517 0.098 0.666
H -1.288 -4.877 1.872 -0.125 0.863 -1.164
C -2.066 4.402 0.928 0.607 0.554 2.006
N -1.023 5.461 0.990 -0.635 -0.544 -1.814
C -0.056 5.432 1.927 0.348 1.522 0.710
C 0.981 6.538 1.835 0.696 0.133 -1.001
O -0.048 4.708 2.915 -0.259 -0.543 -0.316
H -1.887 3.754 1.828 -0.176 0.444 -1.072
H -2.094 3.851 0.014 0.350 -0.275 -0.638
H -3.035 4.862 1.052 -0.348 0.139 0.023
H -0.949 6.075 0.143 0.166 -0.901 1.544
H 1.876 6.295 2.414 -0.324 -0.180 -0.047
H 0.615 7.500 2.205 -0.270 -0.239 0.008
H 1.301 6.701 0.785 -0.194 -0.040 0.486
C 1.163 3.197 -1.256 -0.302 -0.815 0.180
N 2.590 3.166 -1.039 -0.389 -0.969 0.214
C 3.101 2.101 -0.357 -0.361 -0.750 -0.910
C 4.550 1.869 -0.395 0.967 -0.803 0.832
O 2.418 1.294 0.256 -1.063 0.252 0.176
H 0.972 4.161 -1.689 -0.516 0.267 0.064
H 0.728 3.066 -0.255 -0.419 0.220 -0.508
H 0.783 2.388 -1.957 0.481 0.759 0.745
H 3.098 3.599 -1.777 0.853 0.085 -0.126
H 4.980 2.806 -0.131 1.058 0.755 -0.110
H 4.962 1.448 -1.326 -0.353 0.411 0.212
H 4.754 1.162 0.436 0.042 0.402 -0.653
C -1.650 0.893 -0.040 -0.272 -0.818 0.548
N -0.497 0.242 0.570 1.408 0.389 0.325
C -0.461 -1.066 1.024 1.497 1.284 -0.306
C 0.737 -1.602 1.813 0.397 -0.371 -0.098
O -1.349 -1.856 0.812 -1.839 -0.516 -0.143
H -2.301 1.411 0.712 0.281 -0.939 -0.795
H -2.097 0.110 -0.642 -1.051 0.101 0.183
H -1.404 1.661 -0.747 0.792 0.401 -0.245
H 0.398 0.725 0.410 -0.338 -0.479 0.696
H 0.556 -1.418 2.893 0.081 -0.063 -0.644
H 1.756 -1.246 1.555 -0.821 0.295 -0.001
H 0.737 -2.705 1.620 0.011 0.994 0.416
C 0.060 -3.634 -1.004 0.075 0.574 0.333
N 0.621 -4.763 -1.634 1.671 -1.406 -0.385
C 0.636 -4.865 -2.975 0.720 0.283 -1.227
C 1.495 -6.055 -3.488 -0.983 0.274 -0.142
O 0.007 -4.115 -3.735 0.531 -0.705 0.744
H -0.937 -3.528 -1.363 -0.779 0.246 -0.057
H 0.612 -2.722 -1.189 0.197 0.425 -0.415
H 0.075 -3.725 0.054 -0.208 -0.500 0.696
H 1.393 -5.275 -1.186 -0.808 0.654 0.140
H 2.381 -5.894 -4.128 -0.495 0.601 0.554
H 0.769 -6.558 -4.119 0.064 -0.495 -0.170
H 1.741 -6.702 -2.651 0.178 -0.151 -0.069
C -0.387 5.460 -3.316 -0.714 -0.332 -0.411
N 0.520 4.832 -4.266 -0.463 0.128 0.208
C 1.336 5.578 -5.015 0.243 2.058 -0.153
C 2.125 4.828 -6.064 -0.836 -1.241 0.404
O 1.350 6.808 -4.878 0.460 -0.928 -0.339
H 0.202 6.242 -2.861 -0.088 0.229 0.545
H -0.734 4.684 -2.621 0.040 0.442 -0.071
H -1.306 5.948 -3.744 0.931 -0.539 -0.027
H 0.470 3.875 -4.516 -0.441 -1.070 0.085
H 1.493 4.832 -6.961 0.280 -0.180 0.076
H 2.305 3.783 -5.729 -0.332 0.495 -0.375
H 3.077 5.234 -6.301 0.645 0.810 -0.063
C 4.159 -2.280 0.583 0.675 0.709 -2.492
N 3.872 -3.014 1.733 -0.035 -0.478 1.084
C 3.144 -4.145 1.802 -0.652 -0.225 -0.862
C 3.308 -4.907 3.061 -0.098 -0.271 1.169
O 2.456 -4.560 0.866 0.332 0.285 0.162
H 3.715 -1.294 0.529 -0.097 0.474 0.444
H 3.825 -2.728 -0.366 -0.049 -0.476 0.638
H 5.246 -2.194 0.496 -0.039 0.266 -0.101
H 4.369 -2.708 2.558 -0.002 -0.507 -0.262
H 4.086 -5.665 2.806 -0.501 0.389 0.620
H 2.350 -5.391 3.362 0.796 0.299 -0.343
H 3.627 -4.227 3.897 -0.039 -0.931 -0.745
C 3.242 -1.568 4.589 -1.172 0.175 1.535
N 2.643 -2.509 5.600 0.420 -0.401 -1.084
C 3.523 -3.330 6.298 1.281 1.743 -1.148
C 2.945 -4.563 6.932 1.526 0.534 0.364
O 4.729 -3.014 6.406 -2.006 -0.910 -0.036
H 2.635 -0.645 4.516 0.150 -0.586 0.020
H 3.319 -2.017 3.609 -0.334 0.059 0.182
H 4.207 -1.291 4.966 0.508 0.071 0.051
H 1.752 -2.935 5.282 0.668 0.264 0.389
H 3.042 -4.290 7.985 -0.427 -0.561 0.188
H 3.664 -5.377 6.735 -0.520 0.206 0.096
H 1.943 -4.782 6.625 -0.509 -0.163 -0.054
C 0.969 1.833 4.400 0.789 -2.066 1.521
N -0.368 2.103 4.011 -0.935 -0.701 -0.079
C -1.278 1.112 3.927 -1.832 1.394 -0.681
C -2.749 1.479 3.503 1.563 0.947 0.213
O -1.043 -0.043 4.180 0.712 -1.531 0.513
H 1.425 2.736 4.755 0.379 0.408 -0.100
H 1.557 1.323 3.634 0.076 0.414 -0.349
H 1.011 1.071 5.254 -0.385 1.125 -0.907
H -0.555 3.016 3.648 -0.225 0.527 -0.178
H -3.431 0.753 3.936 0.000 0.268 0.304
H -2.843 1.390 2.427 0.082 -0.093 -0.112
H -2.947 2.545 3.746 -0.278 -0.765 0.093
C -4.673 -1.269 0.333 1.413 -0.045 0.729
N -3.856 -1.903 -0.692 0.504 -0.237 1.170
C -3.878 -1.438 -1.920 -0.870 -0.256 -2.232
C -2.948 -2.096 -2.909 0.645 -0.049 0.175
O -4.712 -0.628 -2.354 0.289 0.080 0.556
H -5.136 -2.029 0.922 -0.582 -0.546 0.380
H -5.415 -0.598 -0.071 0.026 0.058 -0.347
H -3.982 -0.746 1.018 -0.400 0.138 -0.238
H -2.994 -2.401 -0.401 -0.980 0.650 -0.015
H -1.938 -2.269 -2.466 -0.838 -0.291 -0.487
H -2.832 -1.364 -3.703 0.068 -0.171 -0.312
H -3.423 -3.024 -3.326 0.638 0.770 0.492
```
Positions in Å, forces in eV/Å.